# 1
A 5-piece molecular cluster, C2H12O5 overall, computed with wB97M-V/def2-TZVPD.

Element x y z (Å)
C: 0.9074 -0.8551 3.2742
C: 1.3687 0.4030 3.1278
O: 0.9997 1.3487 2.2056
H: 0.9519 -1.4040 4.1853
H: 0.4723 -1.5568 2.4443
H: 1.9768 0.8039 3.9422
H: 0.8830 0.6462 1.4841
H: -1.0979 -2.4150 0.2589
H: -1.0312 -0.9138 -0.3337
O: -0.6124 -1.4899 0.3029
H: -2.0807 0.2445 -2.4300
H: -2.4150 1.3077 -1.3631
O: -2.5296 0.3888 -1.5117
H: -0.6462 1.2901 -3.8090
H: -0.9493 0.7148 -5.3233
O: -1.2678 1.1508 -4.5501
H: 0.9958 -0.0103 -1.0358
H: 2.5014 0.0226 -0.5468
O: 1.5729 0.3237 -0.3219

Computed properties:
- highest occupied orbital energy (eV) = -8.3
- SMILES = C=CO.O.O.O.O
- net charge = 0
- frontier orbital gap (eV) = 8.141
- energy above the lowest of the compared OMol25 structures with the same formula, charge and spin (kJ/mol) = 207.08
- E (eV) = -12504.0361

# 2
C20H18MoN2O6PS as an isolated structure, computed with wB97M-V/def2-TZVPD.

Element x y z (Å)
Mo: 0.5938 0.0780 0.6527
O: -3.1286 -0.4013 -2.6013
C: -2.7607 -0.9452 -1.6036
O: -2.2875 -0.1685 -0.5905
C: -2.9879 -2.4236 -1.3778
C: -4.3159 -2.8373 -1.4735
C: -4.6481 -4.1735 -1.3508
C: -3.6536 -5.1230 -1.1634
C: -2.3244 -4.7431 -1.0897
C: -2.0091 -3.3998 -1.1899
S: -1.2740 -0.9009 0.5934
H: -5.0798 -2.0938 -1.6569
H: -5.6825 -4.4810 -1.4175
H: -3.9136 -6.1699 -1.0838
H: -1.5412 -5.4756 -0.9585
O: 3.4090 -5.4683 1.4120
C: 2.6002 -5.0534 0.4210
O: 1.9660 -5.8165 -0.2362
C: 2.6233 -3.5869 0.1155
C: 3.6968 -2.7681 -0.1803
N: 3.1848 -1.6128 -0.5965
N: 1.8304 -1.5761 -0.5918
C: 1.4879 -2.8028 -0.1821
C: 0.0792 -3.3165 -0.0805
O: -0.2707 -3.9703 0.8575
O: -0.6510 -3.0056 -1.1736
H: 3.7506 -4.7243 1.9222
H: 4.7598 -2.9473 -0.1740
H: 3.6444 -0.9045 -1.1459
C: 0.2695 2.2894 -0.7598
P: 0.2235 2.3323 1.0693
C: 1.9534 2.5713 1.6200
C: -0.8218 3.6368 1.7038
C: -2.1529 3.3156 1.9654
C: -3.0142 4.3001 2.4227
C: -2.5440 5.5897 2.6276
C: -1.2150 5.9057 2.3734
C: -0.3489 4.9312 1.9068
H: -0.6592 2.6188 -1.2200
H: 0.3706 1.2126 -1.1223
H: 1.1239 2.8138 -1.1830
H: 1.9613 3.0010 2.6213
H: 2.5991 3.1516 0.9627
H: 2.3960 1.5558 1.7449
H: -2.5084 2.3032 1.8141
H: -4.0487 4.0597 2.6263
H: -3.2166 6.3549 2.9911
H: -0.8555 6.9124 2.5376
H: 0.6855 5.1807 1.7029

Computed properties:
- highest occupied orbital energy (alpha / beta) (eV) = -11.0 / -11.1
- net charge = +1
- frontier orbital gap (alpha / beta) (eV) = 7.200 / 7.243
- energy above the lowest of the compared OMol25 structures with the same formula, charge and spin (kJ/mol) = 0.00
- E (eV) = -58267.5684

# 3
One molecule with the formula C5H7N, computed with wB97M-V/def2-TZVPD.

Element x y z (Å)
C: -0.3018 0.5939 1.5204
C: 1.4924 0.4973 -0.4257
C: 0.6365 -0.1979 0.6216
N: 0.0562 -1.1309 -0.4079
C: -0.7815 -0.3221 -1.2062
C: 0.7133 -0.1733 -1.4462
H: -1.1028 -0.0469 1.9054
H: 0.2667 0.9795 2.3710
H: -0.7535 1.4567 1.0211
H: 1.3167 -0.7932 1.2443
H: -1.3523 0.4944 -0.7726
H: -1.2786 -0.8579 -2.0111
H: 1.0888 -0.4995 -2.4141

Computed properties:
- highest occupied orbital energy (eV) = -8.4
- net charge = 0
- frontier orbital gap (eV) = 8.435
- energy above the lowest of the compared OMol25 structures with the same formula, charge and spin (kJ/mol) = 515.72
- E (eV) = -6783.1675

# 4
C6H20BCl2MgO6S2 as an isolated structure, computed with wB97M-V/def2-TZVPD.

Element x y z (Å)
Mg: -0.4292 0.2320 -0.4592
Cl: -1.0696 2.4812 -0.5469
Cl: 0.8210 -0.6259 1.3163
B: -1.2080 -1.1675 -2.0917
H: -0.3979 -1.3936 -1.3182
H: -1.7099 -0.1809 -1.8056
H: -0.7800 -1.1225 -3.1763
H: -1.9831 -2.0342 -2.1593
O: -4.5496 0.4044 1.1290
S: -3.3086 -0.2421 1.4756
O: -2.2320 -0.2399 0.5253
O: -2.6491 0.3898 2.8307
C: -3.5341 1.0713 3.6991
C: -2.7916 1.3760 5.0128
C: -3.6780 -1.9033 2.1089
H: -4.4138 0.4711 3.9645
H: -3.9222 1.9986 3.2725
H: -2.7738 2.4420 5.2138
H: -1.7769 0.9790 4.9878
H: -3.2729 0.7772 5.7880
H: -4.0269 -1.7916 3.1325
H: -2.7908 -2.5067 1.9544
H: -4.5510 -2.2386 1.5508
O: 1.1652 0.5385 -1.7019
S: 2.3672 0.9337 -2.3571
O: 2.9776 2.1989 -2.1573
O: 3.4404 -0.2278 -1.9307
C: 4.8145 0.1893 -1.8799
C: 5.6502 -0.9589 -1.3250
C: 2.2495 0.6098 -4.1023
H: 4.9216 1.0266 -1.1912
H: 5.0847 0.5398 -2.8775
H: 5.0087 -1.5567 -0.6740
H: 6.4455 -0.6082 -0.6703
H: 6.0365 -1.6139 -2.1035
H: 1.2403 0.5655 -4.4976
H: 2.8678 -0.2521 -4.3376
H: 2.7583 1.4397 -4.5990

Computed properties:
- highest occupied orbital energy (eV) = -5.3
- net charge = -1
- frontier orbital gap (eV) = 7.722
- energy above the lowest of the compared OMol25 structures with the same formula, charge and spin (kJ/mol) = 20.65
- E (eV) = -71671.8418